[1]
The following is a DFT calculation (ωB97M-V with the def2-TZVPD basis set) of a structure of composition C22H34N8OSbSe4V in a non-equilibrium geometry.

Values from the calculation:
Kohn-Sham gap (alpha / beta) = 5.187 / 4.145 eV
Multiplicity = 4
ΔE to the lowest compared entry with this formula, charge and spin = 131.2 kcal per mole
Net charge = -1
LUMO (alpha / beta) = 1.86 / 0.80 eV
F_max = 4.08 eV/Å

The geometry in XYZ format:
```
71
C22H34N8OSbSe4V (ωB97M-V with the def2-TZVPD basis set)
V -0.07522 -0.29622 0.00324
C 2.68484 -2.86387 1.12675
N 3.30092 -1.92354 0.19720
C 4.19929 -2.52569 -0.77680
C 3.01238 -0.61328 0.19499
N 1.83840 -0.20698 0.61566
C 1.43194 1.18416 0.99109
C 2.03305 2.36466 0.90429
C 1.11065 3.46872 1.33941
C -1.12989 3.50935 1.19760
C -2.13306 2.46806 0.82036
C -1.38164 1.26022 0.49317
N -1.99336 -0.17826 0.75432
C -2.74379 -0.83304 -0.15064
N -3.34029 -0.12355 -1.21472
C -3.02653 -0.42721 -2.59368
C -4.70597 0.28772 -0.96176
N -3.15500 -2.06229 0.15011
C -2.65427 -2.69848 1.36369
C -4.12415 -2.78777 -0.66036
N 3.95386 0.30096 -0.24882
C 5.36442 0.08843 -0.00648
C 3.62358 1.04449 -1.45843
H 3.44558 -3.19934 1.83836
H 2.30259 -3.72413 0.57460
H 1.86486 -2.38396 1.65214
H 5.09285 -2.92778 -0.29332
H 4.48644 -1.79391 -1.52499
H 3.65778 -3.33224 -1.27800
H 3.03692 2.52947 0.54457
H 1.62026 4.26256 1.88250
H -1.58225 4.37985 1.68193
H -2.95478 2.70834 0.15242
H -2.07559 -0.95812 -2.65896
H -2.92849 0.50687 -3.15492
H -3.80356 -1.03762 -3.07673
H -4.91019 0.28094 0.10892
H -5.43478 -0.36189 -1.46879
H -4.85810 1.31208 -1.31453
H -3.04195 -2.17752 2.24212
H -1.56107 -2.65270 1.38412
H -2.95727 -3.74025 1.35933
H -4.04245 -2.51271 -1.70507
H -5.14367 -2.60112 -0.30927
H -3.90200 -3.84938 -0.58780
H 5.49701 -0.59092 0.83363
H 5.82311 1.04540 0.25244
H 5.89498 -0.31865 -0.87491
H 2.54914 1.21565 -1.50570
H 3.94505 0.49799 -2.35303
H 4.11784 2.01800 -1.44594
N -1.50593 2.56148 3.90765
C -0.24684 2.91053 3.55609
O 0.63366 3.24863 4.33273
C -0.06619 2.80572 2.06227
C 0.05468 4.01975 0.26090
C 0.15992 3.45634 -1.12226
C -0.13541 2.22899 -1.56621
N -0.78126 1.15121 -0.93762
C -0.05173 1.34729 1.59032
H -1.79828 2.67904 4.86193
H -2.16514 2.39650 3.13541
H 0.09367 5.10913 0.21234
H 0.59970 4.10899 -1.87127
H 0.12359 1.98855 -2.59635
H -0.22358 0.63066 2.39857
Se -1.94709 -4.46188 -3.85476
Sb -0.03555 -4.34735 -2.30339
Se 0.19614 -2.08046 -1.21082
Se -1.31233 -5.86548 -0.86905
Se 2.17962 -4.91915 -3.02180
```



[2]
The following is a DFT calculation (ωB97M-V with the def2-TZVPD basis set) of the ion C2H4N3S with charge +1 in a non-equilibrium geometry.

Values from the calculation:
Kohn-Sham gap (alpha / beta) = 6.378 / 8.594 eV
Multiplicity = 1
ΔE to the lowest compared entry with this formula, charge and spin = 76.2 kcal per mole
Net charge = +1
LUMO (alpha / beta) = -7.91 / -5.94 eV
F_max = 2.92 eV/Å

The geometry in XYZ format:
```
10
C2H4N3S (ωB97M-V with the def2-TZVPD basis set)
C -0.44249 0.67821 -1.90454
C -0.06639 0.79687 0.65358
N 0.06262 -0.45238 -1.94867
N 0.15060 -0.41741 0.47637
N 0.50606 -1.33404 1.31031
S -0.58663 1.83597 -0.64293
H -1.10425 1.03015 -2.70341
H -0.03636 1.12885 1.71827
H 0.56008 -2.18458 0.87104
H 0.95676 -1.08164 2.16998
```



[3]
The following is a DFT calculation (ωB97M-V with the def2-TZVPD basis set) of the molecule C4H5ClO in a non-equilibrium geometry.

Values from the calculation:
Kohn-Sham gap = 10.058 eV
Multiplicity = 1
SMILES = C=C[C@@]1(Cl)CO1
ΔE to the lowest compared entry with this formula, charge and spin = 61.8 kcal per mole
Net charge = 0
LUMO = 0.40 eV
F_max = 3.68 eV/Å

The geometry in XYZ format:
```
11
C4H5ClO (ωB97M-V with the def2-TZVPD basis set)
C 0.59085 1.34025 0.69469
C 1.00343 0.50309 -0.25104
C 0.07681 -0.62170 -0.51994
Cl 1.27751 -2.03163 0.56643
C -1.39438 -0.84835 -0.34945
O -0.58646 -1.10760 -1.50720
H 1.06492 2.29947 0.90250
H -0.33583 1.14264 1.31050
H 1.68863 0.83957 -0.96914
H -1.44989 -1.58448 0.43406
H -1.93559 0.06874 -0.31140
```



[4]
The following is a DFT calculation (ωB97M-V with the def2-TZVPD basis set) of a structure of composition C33H39BrN2O2Sn.

Values from the calculation:
Kohn-Sham gap = 7.026 eV
Multiplicity = 1
ΔE to the lowest compared entry with this formula, charge and spin = 6.6 kcal per mole
Net charge = +2
LUMO = -6.19 eV
F_max = 0.69 eV/Å

The geometry in XYZ format:
```
78
C33H39BrN2O2Sn (ωB97M-V with the def2-TZVPD basis set)
Sn -0.06746 0.10092 -0.01112
Br -1.11373 -2.59365 0.69241
C -1.13664 -3.04644 -1.16565
C -1.69244 -4.24715 -1.49217
C -1.70950 -4.66933 -2.83500
C -1.14994 -3.87893 -3.79362
C -0.56998 -2.63020 -3.46685
C 0.02283 -1.84537 -4.48349
C 0.59424 -0.63905 -4.20795
C 0.56378 -0.14826 -2.89067
C 0.00325 -0.88476 -1.87373
C -0.56790 -2.16463 -2.12354
H -2.11158 -4.87907 -0.72215
H -2.15398 -5.62024 -3.08964
H -1.13280 -4.19481 -4.82758
H 0.01687 -2.23119 -5.49367
H 1.05876 -0.05391 -4.98766
H 0.99919 0.81498 -2.69385
O -0.61666 2.30813 -0.96893
C 0.59043 2.54165 -0.78999
O 1.39478 1.64265 -0.42463
C 1.13957 3.94665 -1.00701
N -0.02468 4.83157 -1.39238
C 0.25179 5.40670 -2.76407
C 1.20398 4.39369 -3.37209
C 2.10720 4.03131 -2.19604
H 1.58707 4.29423 -0.07693
H -0.20440 5.56272 -0.70541
H -0.84469 4.19474 -1.40770
H 0.72603 6.37647 -2.62306
H -0.68732 5.53109 -3.29745
H 1.75211 4.80616 -4.21473
H 0.64951 3.52091 -3.72431
H 2.84336 4.81415 -2.01501
H 2.64705 3.09650 -2.33161
C 4.13856 -1.96617 1.16746
C 3.41634 -0.83366 1.83693
C 4.08270 0.06488 2.65575
C 3.40543 1.08416 3.31965
C 4.13661 2.00265 4.25496
C 2.03678 1.25908 3.11339
C 1.35128 0.37757 2.28663
C 2.03889 -0.68926 1.69025
N -0.01883 0.44932 1.92559
C -1.11855 1.15884 2.58960
C -1.04246 2.69665 2.51648
C -2.26103 3.32680 3.19570
C -3.52585 2.88974 2.45525
C -3.63857 1.36752 2.50889
C -3.71320 0.90579 3.97220
C -2.44596 1.34317 4.70559
C -2.31984 2.86616 4.65397
C -1.22026 0.69529 4.05350
C -2.40062 0.72113 1.88300
H 5.18937 -1.98841 1.44741
H 4.07612 -1.87230 0.08215
H 3.69474 -2.92351 1.44243
H 5.14689 -0.05069 2.81271
H 5.19989 1.77717 4.28234
H 3.74409 1.90789 5.26779
H 4.01470 3.04367 3.95376
H 1.53853 2.06334 3.62546
H 1.47440 -1.48534 1.19889
H -1.02824 2.98272 1.46115
H -0.12762 3.06472 2.97602
H -2.17198 4.41564 3.15961
H -3.50043 3.23556 1.41728
H -4.40700 3.33483 2.92041
H -4.52599 1.03245 1.96854
H -3.82379 -0.18026 4.02123
H -4.59565 1.34071 4.44556
H -2.49490 1.01485 5.74665
H -1.41825 3.18559 5.18454
H -3.16901 3.32840 5.16049
H -1.31038 -0.39408 4.06596
H -0.31223 0.94956 4.60126
H -2.34823 1.04567 0.81430
H -2.49369 -0.36489 1.89505
```



[5]
The following is a DFT calculation (ωB97M-V with the def2-TZVPD basis set) of a structure of composition C15H26N4O4PPt in a non-equilibrium geometry.

Values from the calculation:
Kohn-Sham gap = 8.882 eV
Multiplicity = 1
ΔE to the lowest compared entry with this formula, charge and spin = 10.9 kcal per mole
Net charge = +1
LUMO = -2.46 eV
F_max = 1.18 eV/Å

The geometry in XYZ format:
```
51
C15H26N4O4PPt (ωB97M-V with the def2-TZVPD basis set)
Pt -1.04411 0.29086 0.25122
O -2.91470 -0.33623 0.29210
N -3.65632 0.04988 -0.69282
N -3.04976 0.67198 -1.59675
O -1.77282 1.05419 -1.46838
C -3.74079 1.08553 -2.79179
C -3.12137 2.00169 -3.62415
C -3.78146 2.39776 -4.77801
C -5.03237 1.88429 -5.08133
C -5.63449 0.96850 -4.22819
C -4.99261 0.55692 -3.07316
H -2.15227 2.40161 -3.36946
H -3.31378 3.11583 -5.43757
H -5.54113 2.19704 -5.98288
H -6.61046 0.56682 -4.46321
H -5.45155 -0.15646 -2.40541
C 1.53959 -0.99655 -1.94728
P 1.71855 0.61597 -1.18693
C 3.45892 0.88595 -0.87855
C 1.16341 1.83337 -2.37455
O 0.97360 0.72065 0.14339
H 2.14450 -1.06204 -2.85213
H 0.49245 -1.16550 -2.19954
H 1.85854 -1.76394 -1.24184
H 4.02630 0.81078 -1.80614
H 3.82035 0.13809 -0.17336
H 3.59900 1.87728 -0.44878
H 1.73215 1.74968 -3.30117
H 1.29900 2.83020 -1.95439
H 0.10462 1.67516 -2.57873
C 0.80750 2.38694 3.57679
N 0.72826 0.98182 3.94710
C 1.61833 0.53002 5.00870
C 1.07563 -0.73018 5.64387
C 0.81052 -1.75199 4.55942
N -0.04945 -1.17775 3.52960
C -0.83278 -2.11596 2.74311
C -0.04335 0.13869 3.23447
O -0.76940 0.61974 2.31522
H 0.79302 2.99315 4.48192
H -0.03891 2.65309 2.95523
H 1.73165 2.59300 3.03125
H 1.69721 1.33247 5.74202
H 2.62160 0.35730 4.60323
H 0.14437 -0.50504 6.16712
H 1.78515 -1.12385 6.37009
H 0.29610 -2.62017 4.97080
H 1.74690 -2.10649 4.11470
H -1.30444 -2.83242 3.41510
H -0.20169 -2.66338 2.03763
H -1.61580 -1.59962 2.19990
```



[6]
The following is a DFT calculation (ωB97M-V with the def2-TZVPD basis set) of a structure of composition C3H3N3.

Values from the calculation:
Kohn-Sham gap = 10.857 eV
Multiplicity = 1
ΔE to the lowest compared entry with this formula, charge and spin = 106.0 kcal per mole
Net charge = 0
LUMO = 0.37 eV
F_max = 0.94 eV/Å

The geometry in XYZ format:
```
9
C3H3N3 (ωB97M-V with the def2-TZVPD basis set)
C 0.00004 0.57447 0.30127
C 1.27356 0.04996 -0.26627
N 1.16457 -1.20525 -0.01221
N 0.00044 -0.95668 0.79692
N -1.16381 -1.20572 -0.01195
C -1.27343 0.04958 -0.26548
H -0.00085 1.57600 0.75570
H 2.14752 0.55858 -0.65069
H -2.14804 0.55906 -0.64728
```



[7]
The following is a DFT calculation (ωB97M-V with the def2-TZVPD basis set) of a structure of composition C20H25N2OPd in a non-equilibrium geometry.

Values from the calculation:
Kohn-Sham gap (alpha / beta) = 7.807 / 5.691 eV
Multiplicity = 5
ΔE to the lowest compared entry with this formula, charge and spin = 28.8 kcal per mole
Net charge = +1
LUMO (alpha / beta) = -2.36 / -5.78 eV
F_max = 2.44 eV/Å

The geometry in XYZ format:
```
49
C20H25N2OPd (ωB97M-V with the def2-TZVPD basis set)
C 0.34697 0.15120 -4.04860
C 0.90130 -1.21793 -4.10389
C -0.96166 0.36169 -4.74124
C 1.33513 1.23808 -4.24076
H -0.82274 0.38151 -5.82758
H -1.41726 1.31671 -4.48628
H -1.67657 -0.43326 -4.54110
H 1.20646 -1.47127 -5.12317
H 0.16753 -1.97140 -3.82588
H 1.79417 -1.29817 -3.48670
H 1.63930 1.31115 -5.28955
H 2.24253 1.04493 -3.67288
H 0.92300 2.21636 -3.99609
C -1.56176 -1.14393 0.60543
C -2.26662 -0.64116 -0.50230
C -1.62211 -1.11376 -1.70722
H -3.20493 -0.09833 -0.47019
C -0.46209 -1.89708 -1.29700
C -0.38820 -1.80069 0.14376
H 0.36670 -2.32024 0.72914
H -1.89322 -1.12698 1.64104
H -1.96082 -1.04243 -2.73886
H 0.12055 -2.56286 -1.95034
C 0.69483 2.21891 0.06545
C -0.64094 2.26094 0.55061
C -1.52544 2.14724 -0.53993
H -0.91678 2.42897 1.59129
C -0.75224 2.15505 -1.75872
C 0.65879 2.26327 -1.37156
H 1.49891 2.46628 -2.04314
H 1.62970 2.29389 0.61351
H -2.60820 2.16843 -0.48821
H -1.07375 2.18467 -2.79258
Pd 0.19918 0.19076 -1.20549
N 0.54049 -2.48390 6.63572
C 0.28691 -2.43151 5.27632
O 0.00378 -3.46480 4.69670
C 0.46933 -1.11096 4.56236
C 1.05097 0.00176 5.20303
C 1.27630 1.18974 4.50882
C 0.94196 1.21829 3.13818
N 0.42128 0.15496 2.50107
C 0.24061 -0.98245 3.16622
H 0.16026 -3.36303 6.98510
H 0.55854 -1.70273 7.27566
H 1.34805 -0.09010 6.23558
H 1.68359 2.10627 4.93949
H 1.13366 2.15763 2.61286
H -0.08547 -1.85973 2.57190
```



[8]
The following is a DFT calculation (ωB97M-V with the def2-TZVPD basis set) of a cluster of 9 separate species, C23H55BF4N2O16 in total in a non-equilibrium geometry.

Values from the calculation:
Kohn-Sham gap = 7.647 eV
Multiplicity = 1
Net charge = 0
LUMO = 0.05 eV
F_max = 2.07 eV/Å

The geometry in XYZ format:
```
101
C23H55BF4N2O16 (ωB97M-V with the def2-TZVPD basis set)
N -25.33869 -23.34395 -14.26343
H -25.74586 -24.25078 -14.06275
H -24.57431 -23.38155 -14.94498
H -25.01454 -22.89756 -13.40656
H -26.01768 -22.64641 -14.64639
N -24.47594 -20.36658 -17.18826
H -25.23543 -20.31506 -16.46388
H -23.78362 -19.62946 -17.10178
H -24.86532 -20.34126 -18.14247
H -24.02229 -21.28386 -17.14240
C -27.66101 -20.22413 -17.15686
C -27.74354 -20.69729 -15.73233
C -28.30543 -22.11123 -15.52546
O -26.45828 -20.69119 -15.12377
H -28.58467 -20.35292 -17.74945
H -26.96884 -20.79919 -17.77230
H -27.61280 -19.13401 -17.20218
H -28.40317 -20.02007 -15.16456
H -28.42969 -22.26790 -14.45089
H -27.68973 -22.89763 -15.96553
H -29.33649 -22.18369 -15.90337
B -24.29539 -23.72212 -17.69991
F -25.27170 -23.01014 -18.40700
F -23.20573 -24.01701 -18.52183
F -23.84973 -22.92820 -16.58734
F -24.83423 -24.88140 -17.15205
C -24.28846 -29.75272 -23.97811
C -23.34835 -29.82946 -22.77129
O -23.29090 -28.61462 -22.04286
C -23.86498 -28.62275 -20.83406
O -24.50575 -29.50673 -20.32087
O -23.67052 -27.42651 -20.28349
C -24.48140 -27.16560 -19.12355
H -24.80074 -30.67970 -24.23812
H -23.80140 -29.53415 -24.93240
H -24.99166 -28.94272 -23.77798
H -22.34924 -30.04197 -23.15095
H -23.62037 -30.69426 -22.17084
H -24.26517 -26.11702 -18.93740
H -24.22471 -27.64205 -18.17643
H -25.53012 -27.34663 -19.34345
C -21.15500 -21.99138 -14.78299
C -21.02704 -23.51521 -14.76774
O -22.21923 -24.04848 -14.21247
C -22.13207 -25.06273 -13.35969
O -21.18833 -25.79773 -13.27288
O -23.27645 -25.16304 -12.70580
C -23.33365 -25.98470 -11.53771
H -21.66133 -21.67300 -13.86760
H -21.87851 -21.72273 -15.55626
H -20.23081 -21.43785 -14.91333
H -20.15598 -23.83697 -14.19622
H -20.79146 -23.84278 -15.78202
H -24.17199 -25.60725 -10.95320
H -22.43314 -25.86070 -10.94073
H -23.55440 -27.00792 -11.83610
C -20.97590 -26.50024 -18.10456
C -19.75612 -26.18563 -18.96762
O -19.54475 -24.77172 -18.98086
C -18.69154 -24.24374 -19.83296
O -18.08130 -24.84960 -20.67679
O -18.67401 -22.92976 -19.61861
C -17.76533 -22.17504 -20.37445
H -20.85687 -27.17754 -17.25813
H -21.80919 -26.79554 -18.73516
H -21.27359 -25.60688 -17.54828
H -19.77617 -26.59900 -19.97274
H -18.88094 -26.61538 -18.47126
H -17.84805 -21.10779 -20.16670
H -17.79554 -22.29592 -21.45637
H -16.72151 -22.35557 -20.09534
C -27.68387 -30.39036 -19.45336
C -28.70123 -29.37007 -18.96948
O -28.01066 -28.11126 -19.06006
C -28.60862 -27.01482 -18.61389
O -29.72340 -26.99738 -18.16603
O -27.76365 -26.01280 -18.71024
C -28.17960 -24.71961 -18.29636
H -26.86649 -30.43373 -18.73432
H -27.32690 -30.10268 -20.43770
H -28.13363 -31.38407 -19.41693
H -28.97292 -29.60342 -17.94032
H -29.57144 -29.27477 -19.61797
H -27.31967 -24.06101 -18.38217
H -28.61456 -24.67731 -17.30029
H -28.92792 -24.35079 -19.00253
C -21.90773 -21.20482 -19.81314
C -22.68354 -20.20744 -20.69045
O -23.93946 -20.73664 -21.07434
C -25.06822 -20.26615 -20.53085
O -25.14372 -19.37529 -19.72067
O -26.10885 -20.92935 -20.98008
C -26.04136 -22.24767 -21.48097
H -22.23218 -21.19602 -18.77325
H -20.87900 -20.83922 -19.79806
H -21.98750 -22.21334 -20.20877
H -22.14963 -19.94784 -21.60504
H -22.70595 -19.25999 -20.14491
H -25.32314 -22.87315 -20.95418
H -25.86282 -22.24291 -22.55818
H -27.00830 -22.74242 -21.38696
```